# C5H24O7

7 unconnected molecules or ions with the total composition C5H24O7 at a distorted geometry (the ωB97M-V functional and the def2-TZVPD basis, the OMol25 dataset).

Summary:
E: -731.2524 hartree
spin multiplicity: 1
F_max: 0.15706 hartree/bohr
ΔE to the lowest compared entry with this formula, charge and spin: 187.3 kcal per mole

Geometry as XYZ:
```
36
C5H24O7 the ωB97M-V functional and the def2-TZVPD basis
H 3.79910 -1.92290 1.20184
H -1.52748 -2.71730 -3.31848
O -2.43395 -1.08611 1.01356
O -0.38845 0.30711 2.22618
H 2.76414 0.89661 -2.45429
H 1.39950 -2.25110 1.01089
H 3.10033 2.16419 -0.33908
H -2.51225 -1.78394 -2.14068
O -0.46501 -1.74540 -1.96510
H 0.09814 -0.41066 -0.75618
C 3.11817 -1.21625 0.52152
H -2.49189 2.57999 0.94480
H 3.49448 -0.90815 -0.37409
H -2.20029 4.26884 1.16537
H -0.63565 0.51227 0.49148
O 2.48927 1.66436 -0.69884
H -0.07975 -2.53019 -1.94903
O -0.10539 0.43924 -0.36451
H -3.18682 -2.71929 1.16467
H -1.68041 -0.83437 -3.45517
C -2.03206 3.20546 1.52129
H 3.06506 -0.28217 1.18986
H -0.42057 0.94595 2.97132
C -2.06823 -2.43122 1.32870
H -1.22180 -2.89581 0.86708
H -2.43994 3.03574 2.58492
O 1.84790 -1.88668 0.32195
C -1.66352 -1.72149 -2.67374
H 0.69566 0.90901 -0.45185
H 3.30386 2.53536 -2.36846
H 1.52010 2.18880 -2.57543
O -0.75796 3.00910 1.48096
C 2.59391 1.86905 -2.10960
H -0.80147 2.12007 1.85977
H -2.19587 -0.65823 1.86022
H -1.98087 -2.64989 2.26813
```

***

# C20H55N5O5

5 unconnected molecules or ions with the total composition C20H55N5O5 at a distorted geometry (the ωB97M-V functional and the def2-TZVPD basis, the OMol25 dataset).

Summary:
E: -1444.7708 hartree
spin multiplicity: 1
structure (SMILES): COC[C@H](C)N.COC[C@H](C)N.COC[C@H](C)N.COC[C@H](C)N.COC[C@H](C)N
F_max: 0.04987 hartree/bohr
ΔE to the lowest compared entry with this formula, charge and spin: 78.1 kcal per mole

Geometry as XYZ:
```
85
C20H55N5O5 the ωB97M-V functional and the def2-TZVPD basis
H -16.06845 12.83236 -4.41699
N -22.66053 13.43776 -5.50820
H -18.78289 11.53942 0.00468
H -8.03708 12.71346 -9.36309
H -18.40182 13.58644 5.53884
C -22.11881 12.67906 -4.42816
C -8.28174 11.53018 -12.58403
H -17.05000 12.34668 5.75216
C -13.47984 15.40299 -11.51093
H -11.42795 12.82464 -5.90587
H -10.11858 9.50375 -13.33099
H -11.50494 20.62728 -9.91158
N -19.05741 11.46748 0.97398
H -23.31098 13.97791 -3.11598
H -9.32309 13.52285 -11.86436
C -14.89984 13.38088 -6.56453
H -23.77955 12.24762 -3.13080
O -15.37235 14.31566 -5.59468
H -19.49962 10.55953 0.96013
N -8.37226 13.78084 -11.64196
H -18.42252 11.87683 4.91179
H -6.69601 12.65297 -11.36825
O -12.57740 16.29028 -10.88952
H -13.42208 14.36962 -11.16900
C -21.68725 9.16677 -3.58565
C -15.55373 13.77577 -4.23494
C -12.20672 19.95200 -10.40106
H -7.67776 10.62299 -12.56615
H -10.14175 17.93192 -9.43610
C -11.99968 18.43284 -10.16927
H -16.54648 9.93862 1.52886
H -22.72665 14.43004 -5.33182
H -11.34594 10.79281 -13.72077
H -21.93586 10.95653 -5.81651
H -12.58502 13.78246 -4.88685
H -17.98405 13.60272 1.91870
C -7.77398 12.50850 -11.44058
H -19.21148 13.03710 2.91284
H -15.75185 12.72945 -6.75901
N -10.57352 18.10408 -10.33277
H -21.06256 12.88015 -4.24936
C -22.19539 11.12933 -4.77205
H -13.72281 17.94869 -11.37171
H -22.17753 13.47355 -6.39450
H -16.58299 11.18339 0.32815
H -12.34460 14.18273 -6.55443
C -18.16853 12.83433 2.66945
H -22.49779 9.30429 -2.86997
C -13.59856 12.54335 -6.25133
H -20.81071 8.70567 -3.13049
H -9.72996 10.58018 -14.52839
O -9.71261 11.45895 -12.65402
H -15.87138 11.57894 1.89873
H -18.40716 10.79125 2.86058
H -23.21690 10.77262 -4.64018
H -16.17264 14.48219 -3.68175
C -12.69274 17.61399 -11.24915
H -12.94141 12.08418 -8.23361
H -7.89476 10.98110 -9.86909
C -17.82506 12.76648 5.11095
H -14.84629 13.79775 -7.57023
O -17.33988 13.11070 3.81893
H -13.20965 20.37014 -10.31527
H -12.49493 11.01141 -7.15741
H -21.96375 8.55993 -4.44786
C -8.29374 11.96561 -10.11338
C -18.07523 11.42366 2.03719
H -7.86005 12.00836 -13.46811
H -11.90460 20.10531 -11.43707
H -13.25698 15.54150 -12.56887
H -13.86515 11.86120 -5.44404
C -10.29150 10.54713 -13.59475
H -22.28923 12.65513 -2.35672
C -12.38708 13.34076 -5.86348
H -14.60584 13.63516 -3.71547
H -14.47356 15.83498 -11.39264
H -12.20622 17.78900 -12.20873
C -16.66116 11.01515 1.40224
C -22.94840 12.95154 -3.17265
H -12.39092 18.09721 -9.20885
O -21.28515 10.48406 -3.89970
H -8.12195 14.30912 -12.46559
H -9.37426 11.91180 -9.98041
H -10.61376 17.18995 -10.76039
N -13.25207 11.64151 -7.38059
```

***

# C24H26BN6OS4Tc

A molecular structure, C24H26BN6OS4Tc at a distorted geometry (the ωB97M-V functional and the def2-TZVPD basis, the OMol25 dataset).

Summary:
E: -3031.4770 hartree
⟨S²⟩: 3.801
spin multiplicity: 4
total charge: +3
F_max: 0.03838 hartree/bohr

Geometry as XYZ:
```
63
C24H26BN6OS4Tc the ωB97M-V functional and the def2-TZVPD basis
C 3.72862 -3.25972 -1.79306
H -4.19918 -2.32602 5.52124
H -0.09098 5.08998 -1.29086
H -3.84318 -3.54692 -2.54966
C 1.31952 3.62838 -3.85836
C -4.42388 -1.15892 3.65584
C 0.85922 4.64958 -3.05916
H -4.49008 1.05168 1.80844
H 6.05712 3.96928 -0.81426
C -3.79648 -1.83242 4.66034
S 2.39892 0.07668 0.98314
H 1.80722 3.83198 -4.79876
Tc -0.90988 0.49178 0.61854
N -2.46378 -1.80872 4.39294
H 5.51942 -3.25602 -0.61036
C -3.63088 -1.12132 -0.69156
C 5.33552 3.24348 -0.47306
H 3.11102 0.99418 -1.68746
H 4.05852 -4.06602 -2.43096
H 1.07732 -1.19462 -1.32476
H -5.46498 -0.95472 3.52444
C 2.04522 -1.65602 -1.17236
H -6.46578 -2.52192 -1.24956
H -2.59618 0.65428 1.12154
H -0.58818 -2.68802 4.62004
H -1.06558 -1.57782 5.92004
H 1.85332 -3.01812 -2.80366
C -5.65398 -1.94972 -0.84306
H 0.97822 5.69558 -3.30706
C -1.42278 -2.34302 5.22874
C 5.19222 2.99648 0.88384
N 0.23972 4.34938 -1.90716
H 5.79822 3.53068 1.59894
H -6.32198 -1.01172 1.04054
H -4.96738 -2.46092 -3.37456
O 1.02712 0.53838 0.44734
C 4.54892 -2.81352 -0.76706
H -3.26718 -1.98602 -3.17686
H 4.74622 -1.44132 0.87434
C -4.10568 -2.49972 -2.70986
H 4.69242 2.73788 -2.45166
H -1.81198 -3.17402 5.81144
C 3.52912 1.35508 0.38594
B -3.78078 0.15078 1.54804
N 0.47592 2.04888 -2.27246
H 4.15642 1.85458 2.37794
C 4.27502 2.05258 1.32374
C 3.67532 1.57848 -0.97466
N -3.47908 -0.72392 2.77014
C -2.28868 -1.14612 3.23424
C -5.57088 -1.22002 0.30554
C 4.57032 2.54678 -1.39716
N -4.30588 -0.70892 0.39694
C 4.12262 -1.79462 0.06784
H 1.48212 1.46568 -3.95126
C 1.11402 2.31818 -3.39276
C 2.87742 -1.22832 -0.15526
S -2.00758 -0.69772 -1.13166
C 0.00592 3.05218 -1.53986
S -0.94078 2.81938 -0.14676
N -4.44008 -1.87482 -1.45846
S -0.77008 -1.03192 2.44224
C 2.48572 -2.67872 -1.99906
```

***

# C3H4O2Pb

A molecular structure, C3H4O2Pb at a distorted geometry (the ωB97M-V functional and the def2-TZVPD basis, the OMol25 dataset).

Summary:
E: -459.2916 hartree
spin multiplicity: 1
total charge: +2
F_max: 0.08588 hartree/bohr
ΔE to the lowest compared entry with this formula, charge and spin: 0.0 kcal per mole

Geometry as XYZ:
```
10
C3H4O2Pb the ωB97M-V functional and the def2-TZVPD basis
O 4.62846 0.02445 -0.03360
O 2.36562 0.46307 0.04178
C 3.49552 0.16961 -0.04084
Pb 0.31561 0.99219 -0.09533
C -1.48463 -0.81392 0.27305
H -1.12894 -1.61682 -0.37946
H -1.37933 -0.95171 1.35357
C -2.08041 0.28492 -0.23302
H -2.24305 0.38782 -1.31053
H -2.48885 1.06038 0.42438
```

***

# C48H32I3N5OSbSeW

A molecular structure, C48H32I3N5OSbSeW at a distorted geometry (the ωB97M-V functional and the def2-TZVPD basis, the OMol25 dataset).

Summary:
E: -5798.9774 hartree
spin multiplicity: 1
total charge: +1
F_max: 0.05597 hartree/bohr
ΔE to the lowest compared entry with this formula, charge and spin: 0.0 kcal per mole

Geometry as XYZ:
```
92
C48H32I3N5OSbSeW the ωB97M-V functional and the def2-TZVPD basis
N -0.72699 -0.90319 1.94610
H -1.75717 -3.19041 4.19980
C -2.30047 -3.98250 -3.45055
C 0.12326 5.64355 -0.33232
H -2.37763 2.03403 -7.27152
C 2.01704 -4.07686 0.33697
Se 5.74335 -5.20299 0.87050
C -1.96413 -5.06816 -5.56324
I -2.81463 1.59385 -0.33380
H -2.03092 -2.53628 1.86550
I 2.03336 3.74830 2.30952
H 2.24121 2.19628 4.89530
C 1.53279 -2.73593 0.25582
C -0.99008 -2.02515 -2.83667
C -0.70471 -1.20621 -1.97350
H -1.68555 -3.29001 -0.20875
C 1.59302 1.55366 4.32231
C 0.63241 6.45969 -1.32657
C 1.26462 1.92023 3.02182
H 5.68264 -0.82167 0.70749
H 2.22880 1.65744 0.20116
H 3.79596 -2.08562 -3.32388
C 4.76885 -0.18173 -3.49282
H -0.22355 6.06730 0.59791
H -0.35950 3.64827 0.25241
C 3.81349 -1.80322 0.48770
C -1.21677 -2.33383 3.83051
N 5.58614 -3.45204 0.74992
C -1.36766 -1.97333 2.51016
C -2.62400 -4.97976 -4.34871
C -1.52114 2.74034 -4.08180
C -0.35012 0.79453 -4.87626
C -2.15699 2.85143 -5.30709
C 0.25832 -0.46342 4.16406
H -2.85633 3.65523 -5.47321
C 0.06042 4.27318 -0.52738
C -0.63793 -3.51995 -0.03172
C 1.02430 4.54023 -2.71807
H 1.42105 6.55253 -3.31513
C 0.46822 1.08333 2.23653
C -0.23034 -4.83452 0.05081
C -0.64380 -3.14830 -4.99137
H -0.95603 -5.62485 -0.03799
H 1.35166 4.10771 -3.65367
H 0.36182 -0.00155 -4.70661
N 1.82777 -0.38455 0.21230
H -3.39374 -5.69542 -4.11181
I 1.67651 -0.07101 6.86895
O 0.05244 1.30885 0.97817
H 0.12946 -2.43339 -5.23355
C 2.33998 0.90974 -2.71394
C 2.48224 -0.46949 -2.83655
H -3.18702 -0.78690 0.80977
H 4.62102 1.47406 0.53722
H -2.80844 -3.91930 -2.49831
H -0.43823 -4.24870 -6.81186
C -2.58861 -0.57630 -0.08658
C 3.69241 -1.01355 -3.22964
H 5.47078 1.83972 -3.56788
C 2.67394 0.66842 0.28403
H -0.79893 0.19175 -6.87852
C 0.01720 -0.12364 2.80890
C 0.54073 3.71705 -1.70611
C 1.12189 -5.12407 0.22822
W -0.35104 -0.32451 -0.05746
C 4.03143 0.57548 0.47326
C -0.99628 0.90607 -6.09414
C 2.40468 -1.63972 0.32880
C -0.96520 -4.16113 -5.87450
C 1.06130 5.91039 -2.52521
H -3.16068 -0.97136 -0.93934
C 4.62306 -0.68762 0.56978
Sb 0.41797 1.57469 -1.98489
C 4.31435 -3.14366 0.58113
H 5.71542 -0.60424 -3.79429
N 4.00837 -5.44027 0.66674
H -2.22365 -5.84013 -6.26927
C 3.41860 1.74032 -2.97439
H 0.68457 7.52623 -1.17311
C 4.63092 1.19140 -3.36621
H 3.31483 2.81074 -2.86269
C 1.10976 0.39581 4.88722
C -1.31654 -3.04331 -3.77236
H -0.20155 -1.92149 5.68546
C -0.36832 -1.62073 4.66420
H -1.72710 3.45657 -3.29262
C 3.42460 -4.26347 0.52676
N 0.19106 -2.46011 0.06149
H 1.48385 -6.13665 0.27236
C -0.60767 1.71520 -3.87161
H 1.64285 -1.13194 -2.61697
C -1.89192 1.93858 -6.31376
```